{
  "formula": "C3H8O2",
  "method": "ωB97M-V/def2-TZVPD",
  "elements": ["O", "C", "H", "H", "C", "O", "C", "H", "H", "H", "H", "H", "H"],
  "coordinates": [[-1.96, 2.07, -5.29], [-1.83, 2.48, -4.17], [-0.83, 2.62, -3.73], [-2.75, 2.67, -3.62], [1.03, -1.18, 1.20], [1.46, -2.54, 1.43], [0.35, -0.48, 2.41], [0.37, -1.34, 0.36], [1.92, -0.61, 0.95], [1.41, -2.77, 2.36], [0.86, 0.47, 2.52], [0.68, -1.01, 3.30], [-0.72, -0.37, 2.28]],
  "mulliken_charge": [-0.371, -0.081, 0.228, 0.224, -0.132, -0.535, -0.879, 0.226, 0.207, 0.289, 0.286, 0.289, 0.250],
  "e_above_lowest_kcal_mol": 47.2,
  "homo_lumo_gap_ev": 10.9811,
  "e_lumo_ev": 0.74,
  "e_tot_ha": -269.5196,
  "smiles": "C=O.CCO"
}